A structure of composition C76H158F15N10O11S5 in a non-equilibrium geometry, computed with wB97M-V/def2-TZVPD.

Geometry (Å):
C: 7.62 -18.33 27.98
C: 8.40 -19.66 28.02
C: 8.36 -20.21 29.48
C: 8.81 -19.23 30.57
N: 9.18 -19.82 31.93
C: 9.63 -18.75 32.88
C: 10.35 -19.43 34.01
C: 10.99 -20.73 33.36
C: 10.32 -20.81 31.96
C: 7.98 -20.57 32.44
H: 8.24 -17.56 28.40
H: 6.74 -18.35 28.56
H: 7.24 -18.05 27.00
H: 9.38 -19.58 27.65
H: 7.83 -20.45 27.53
H: 8.88 -21.12 29.41
H: 7.30 -20.44 29.60
H: 8.03 -18.55 30.86
H: 9.72 -18.63 30.32
H: 8.80 -18.18 33.24
H: 10.30 -18.05 32.31
H: 9.70 -19.69 34.91
H: 11.13 -18.79 34.35
H: 10.80 -21.59 34.01
H: 12.04 -20.60 33.18
H: 9.88 -21.78 31.79
H: 10.97 -20.48 31.17
H: 7.11 -19.96 32.58
H: 8.28 -21.21 33.31
H: 7.66 -21.30 31.68
C: 3.23 -23.04 32.15
C: 2.80 -22.58 30.77
C: 3.16 -23.47 29.56
C: 2.63 -22.88 28.33
N: 3.28 -23.20 27.00
C: 2.43 -22.47 25.99
C: 1.29 -23.44 25.70
C: 1.75 -24.84 26.25
C: 3.18 -24.63 26.52
C: 4.69 -22.79 26.96
H: 4.29 -23.15 32.18
H: 2.78 -23.96 32.56
H: 2.99 -22.24 32.94
H: 3.18 -21.55 30.62
H: 1.73 -22.44 30.80
H: 2.63 -24.40 29.68
H: 4.27 -23.57 29.59
H: 2.68 -21.79 28.43
H: 1.54 -23.11 28.16
H: 3.11 -22.36 25.16
H: 2.14 -21.49 26.26
H: 1.20 -23.53 24.60
H: 0.34 -23.09 26.09
H: 1.62 -25.53 25.45
H: 1.11 -25.10 27.13
H: 3.81 -24.66 25.68
H: 3.56 -25.31 27.27
H: 5.23 -23.71 27.27
H: 4.82 -21.96 27.60
H: 4.94 -22.53 25.99
C: -1.20 -9.39 17.03
C: -0.80 -10.83 17.35
C: 0.29 -11.42 16.44
C: 0.48 -12.81 16.86
N: 1.65 -13.64 16.27
C: 1.57 -13.68 14.74
C: 0.27 -14.51 14.49
C: 0.07 -15.42 15.73
C: 1.26 -15.07 16.68
C: 2.98 -13.26 16.78
H: -2.02 -9.13 17.72
H: -1.61 -9.29 16.06
H: -0.42 -8.63 17.04
H: -1.66 -11.48 17.26
H: -0.51 -10.87 18.38
H: 1.17 -10.76 16.50
H: -0.07 -11.30 15.40
H: -0.44 -13.40 16.67
H: 0.79 -12.93 17.91
H: 2.46 -14.21 14.46
H: 1.52 -12.70 14.24
H: 0.20 -15.08 13.56
H: -0.63 -13.83 14.41
H: 0.23 -16.42 15.39
H: -0.92 -15.30 16.20
H: 2.18 -15.62 16.46
H: 1.01 -15.11 17.78
H: 2.98 -13.52 17.89
H: 3.18 -12.21 16.51
H: 3.75 -13.88 16.28
C: -1.96 -5.02 19.17
C: -2.35 -4.38 20.45
C: -3.70 -4.92 20.94
C: -3.40 -6.15 21.78
N: -4.75 -6.94 21.93
C: -4.60 -7.80 23.18
C: -5.49 -8.98 22.92
C: -5.04 -9.38 21.51
C: -4.93 -7.96 20.79
C: -5.97 -6.12 22.12
H: -2.70 -4.75 18.42
H: -1.97 -6.15 19.23
H: -0.96 -4.71 18.90
H: -2.50 -3.33 20.27
H: -1.56 -4.60 21.20
H: -4.20 -5.19 20.01
H: -4.37 -4.12 21.34
H: -3.00 -5.89 22.77
H: -2.71 -6.81 21.30
H: -4.79 -7.17 24.02
H: -3.55 -8.04 23.27
H: -6.48 -8.71 22.80
H: -5.36 -9.79 23.66
H: -5.73 -10.01 20.91
H: -4.04 -9.79 21.67
H: -5.89 -7.78 20.29
H: -4.15 -7.83 20.03
H: -5.78 -5.32 22.84
H: -6.74 -6.74 22.51
H: -6.27 -5.59 21.20
C: 9.15 -5.72 35.96
C: 8.83 -6.92 36.24
C: 8.66 -8.23 36.20
C: 6.39 -6.82 28.54
N: 7.57 -6.59 27.66
C: 7.00 -5.33 26.90
C: 5.47 -5.68 26.96
C: 5.70 -7.42 27.61
C: 7.06 -7.74 26.93
C: 9.12 -6.11 28.30
H: 13.60 -33.62 22.96
H: -7.83 -5.50 33.35
H: -5.70 -14.02 35.49
H: 8.04 -15.41 29.49
H: 4.85 -36.00 25.73
H: 9.41 -8.96 36.37
H: 7.69 -8.69 36.15
H: 6.19 -5.84 29.11
H: 8.23 -8.14 29.86
H: 7.48 -5.05 25.94
H: 7.44 -4.50 27.56
H: -1.87 -10.14 23.28
H: 4.67 -5.03 27.37
H: 5.10 -5.86 25.87
H: 4.74 -8.05 27.53
H: 7.35 -7.93 25.88
H: 7.21 -8.54 27.59
H: 9.12 -5.09 28.67
H: 10.01 -5.95 27.65
H: 9.27 -6.99 28.91
C: 10.61 -29.52 24.67
C: 9.74 -29.45 25.91
C: 10.51 -29.96 27.14
C: 9.63 -29.55 28.25
N: 10.18 -29.87 29.66
C: 9.42 -28.99 30.62
C: 10.27 -27.66 30.69
C: 11.60 -28.01 30.03
C: 11.64 -29.49 29.93
C: 9.92 -31.30 29.97
H: 10.07 -29.56 23.72
H: 11.25 -30.41 24.63
H: 11.27 -28.63 24.67
H: 8.78 -29.92 25.86
H: 9.43 -28.44 25.99
H: 11.40 -29.32 27.21
H: 10.70 -31.01 27.05
H: 8.72 -30.25 28.24
H: 9.49 -28.48 28.21
H: 9.30 -29.55 31.52
H: 8.46 -28.79 30.17
H: 10.34 -27.44 31.81
H: 9.65 -26.91 30.24
H: 12.47 -27.65 30.45
H: 11.61 -27.46 29.08
H: 11.88 -29.93 30.87
H: 12.22 -29.85 29.07
H: 10.18 -31.53 30.95
H: 10.46 -31.96 29.31
H: 8.85 -31.60 29.84
C: 3.52 -23.05 17.40
C: 2.35 -23.82 18.07
C: 1.85 -25.10 17.29
C: 3.03 -25.96 17.00
N: 2.65 -27.39 16.54
C: 3.85 -28.16 16.14
C: 3.48 -29.24 15.13
C: 2.24 -28.70 14.42
C: 1.93 -27.43 15.21
C: 1.97 -28.11 17.60
H: 3.33 -22.79 16.36
H: 4.41 -23.67 17.49
H: 3.80 -22.03 17.76
H: 1.45 -23.17 18.28
H: 2.80 -24.23 19.00
H: 1.33 -24.73 16.42
H: 1.20 -25.57 18.01
H: 3.58 -26.15 17.90
H: 3.73 -25.51 16.24
H: 4.16 -28.75 17.01
H: 4.66 -27.49 15.86
H: 3.27 -30.19 15.67
H: 4.38 -29.37 14.48
H: 1.40 -29.40 14.57
H: 2.42 -28.44 13.39
H: 0.90 -27.15 15.38
H: 2.29 -26.56 14.65
H: 0.99 -27.73 17.81
H: 2.64 -28.06 18.51
H: 1.80 -29.14 17.43
C: 10.48 -23.13 22.06
C: 9.59 -22.15 21.26
C: 8.78 -21.34 22.30
N: 7.88 -20.20 21.74
C: 8.78 -19.08 21.28
C: 6.95 -19.59 22.75
C: 5.68 -19.14 22.01
C: 5.96 -19.58 20.57
C: 6.99 -20.66 20.69
H: 9.92 -23.74 22.77
H: 11.06 -22.46 22.65
H: 11.02 -23.76 21.42
H: 8.95 -22.72 20.55
H: 10.26 -21.54 20.66
H: 9.50 -20.83 22.92
H: 8.01 -22.03 22.88
H: 9.39 -18.85 22.12
H: 8.13 -18.30 20.91
H: 9.37 -19.37 20.43
H: 7.43 -18.70 23.16
H: 6.88 -20.20 23.59
H: 5.51 -18.05 21.95
H: 4.69 -19.68 22.19
H: 6.35 -18.75 19.97
H: 5.04 -19.87 20.02
H: 7.63 -20.98 19.85
H: 6.51 -21.56 21.06
C: 4.38 -15.23 20.93
F: 3.93 -15.46 22.21
F: 4.51 -13.94 20.65
F: 5.67 -15.77 20.83
S: 3.18 -15.98 19.60
O: 1.94 -15.32 19.88
O: 3.83 -15.61 18.31
O: 3.38 -17.36 19.86
C: 6.59 -25.48 21.51
F: 6.02 -26.57 21.92
F: 6.77 -24.70 22.57
F: 7.75 -25.74 20.90
S: 5.44 -24.65 20.35
O: 6.09 -23.44 19.97
O: 5.18 -25.72 19.35
N: 4.25 -24.39 21.32
S: 4.02 -23.15 22.29
O: 3.46 -23.54 23.56
O: 5.16 -22.27 22.28
C: 2.69 -22.39 21.57
F: 2.32 -21.41 22.44
F: 3.03 -21.88 20.40
F: 1.63 -23.19 21.40
C: 7.20 -24.44 30.84
F: 7.03 -23.47 31.73
F: 8.15 -25.22 31.28
F: 6.08 -25.16 30.85
S: 7.73 -23.80 29.22
O: 6.81 -22.75 28.90
O: 9.08 -23.36 29.48
N: 7.64 -25.19 28.55
S: 8.07 -25.46 27.10
O: 7.86 -24.35 26.21
O: 9.35 -26.14 27.14
C: 6.84 -26.82 26.61
F: 5.64 -26.38 27.02
F: 6.87 -27.08 25.25
F: 7.14 -27.98 27.18

For the HOMO-LUMO gap, the calculation gives 0.59 eV. The total energy is -7851.3234 a.u. The net charge is +5. For the highest occupied orbital energy, the calculation gives -11.930 eV.